A structure of composition C41H28HfN4O7S4 in a non-equilibrium geometry. Source: OMol25; level of theory: the ωB97M-V functional and the def2-TZVPD basis.

```
85
C41H28HfN4O7S4 (the ωB97M-V functional and the def2-TZVPD basis)
Hf -0.129 -0.575 -0.282
O 0.083 -2.565 5.516
C -0.008 -2.051 4.284
C -1.226 -1.981 3.598
C -1.246 -1.382 2.355
N -0.155 -0.839 1.830
C 1.031 -0.993 2.410
C 1.158 -1.591 3.650
C 2.170 -0.470 1.510
O 3.304 -0.428 1.930
O 1.759 -0.109 0.345
C -2.447 -1.279 1.401
O -3.578 -1.242 1.838
O -2.075 -1.205 0.180
H -0.784 -2.829 5.857
H -2.134 -2.397 4.009
H 2.126 -1.715 4.108
C -4.259 4.109 1.599
C -2.961 3.885 1.854
C -2.355 2.581 1.472
C -3.116 1.890 0.400
C -4.504 2.086 0.257
C -5.061 3.161 0.879
N -2.256 1.280 -0.408
N -2.658 0.752 -1.560
C -1.846 0.220 -2.456
C -2.444 -0.047 -3.725
C -1.695 -0.484 -4.772
C -0.311 -0.677 -4.595
C 0.218 -0.455 -3.350
N -0.504 -0.041 -2.287
H -4.717 5.034 1.914
H -2.338 4.579 2.397
H -2.398 1.975 2.400
H -5.073 1.427 -0.379
H -6.118 3.349 0.786
H -3.503 0.129 -3.807
H -2.152 -0.671 -5.733
H 0.303 -1.004 -5.417
H 1.285 -0.556 -3.171
C 4.407 6.926 1.412
C 3.364 7.986 1.283
O 3.553 9.129 0.981
S 1.694 7.524 1.719
C 1.456 5.751 1.670
C 1.571 5.025 0.488
C 0.928 3.813 0.363
C 0.113 3.320 1.391
C 0.150 3.970 2.626
C 0.820 5.171 2.763
C -0.925 2.386 1.012
C -0.895 1.491 -0.022
H 5.371 7.340 1.121
H 4.176 6.064 0.790
H 4.453 6.595 2.449
H 2.098 5.429 -0.364
H 0.950 3.264 -0.566
H -0.367 3.553 3.477
H 0.797 5.698 3.704
O 0.244 -2.408 -0.491
C 0.738 -3.504 -1.182
C 1.330 -4.453 -0.166
C 2.209 -5.484 -0.287
C 2.485 -6.097 0.958
C 1.810 -5.521 1.985
S 0.820 -4.210 1.466
C 1.825 -3.072 -2.141
C 2.016 -3.361 -3.458
C 3.161 -2.731 -3.994
C 3.814 -1.976 -3.075
S 3.053 -2.015 -1.528
C -0.381 -4.194 -1.928
C -1.573 -3.658 -2.301
C -2.390 -4.577 -3.000
C -1.808 -5.794 -3.138
S -0.247 -5.847 -2.414
H 2.649 -5.792 -1.220
H 3.162 -6.924 1.078
H 1.843 -5.777 3.024
H 1.366 -3.988 -4.037
H 3.474 -2.836 -5.017
H 4.725 -1.429 -3.206
H -1.869 -2.647 -2.069
H -3.365 -4.339 -3.383
H -2.196 -6.677 -3.607
```

Computed properties:
total charge = 0
energy above the lowest of the compared OMol25 structures with the same formula, charge and spin = 40.9 kcal/mol
electronic energy = -3965.75645 Ha